<P>
14
Properties=species:S:1:pos:R:3:lowdin_charge:R:1 method="wB97M-V/def2-TZVPD" homo_energy_ev=-8.239 total_charge=0 homo_lumo_gap_ev=7.57
C 1.64323 -0.12553 0.47282 -0.93
C 0.31036 -0.52967 0.08437 -0.29
C 0.18899 -1.86556 -0.48247 0.06
C -1.15514 0.10049 0.24010 -0.14
C -1.24066 1.45769 -0.35435 -0.21
H 1.05818 1.74386 0.35684 0.14
H -0.79630 -2.32144 -0.96774 0.11
H 1.24897 -2.15289 -0.74058 0.03
H -1.48473 -0.09449 1.46753 0.21
H -1.87704 -0.49315 -0.72677 0.19
H -2.37216 1.99232 -0.58587 0.18
O 1.88212 1.13447 0.77885 -0.07
O -0.23768 2.27063 -0.47246 -0.03
S 2.83186 -1.11673 0.92973 0.75

***

<Q>
14
Properties=species:S:1:pos:R:3:lowdin_charge:R:1 method="wB97M-V/def2-TZVPD" homo_energy_ev=-9.218 total_charge=0 homo_lumo_gap_ev=7.86
O 1.49113 0.47228 1.86378 0.09
C 0.84882 0.03647 0.91655 -0.39
C 0.15248 -1.34816 1.00467 -0.49
S -1.35466 -1.58808 0.42228 0.77
C 0.83473 0.89945 -0.29407 -0.24
C -0.42342 1.80254 -0.58609 -0.07
C -0.50383 0.99505 -1.89680 -0.19
O 0.65270 0.18077 -1.57003 -0.11
H 0.63694 -2.05553 1.64985 0.05
H 1.79609 1.46195 -0.29607 0.16
H -0.25699 2.91161 -0.64920 0.12
H -1.33941 1.61915 0.05143 0.12
H -0.33534 1.50012 -2.82222 0.11
H -1.43003 0.43556 -1.90577 0.09

***

Quick one: most stable of them? <Q>

***

<P>
14
Properties=species:S:1:pos:R:3:lowdin_charge:R:1 method="wB97M-V/def2-TZVPD" homo_energy_ev=-8.945 total_charge=0 homo_lumo_gap_ev=9.52
C 0.77431 1.99551 -1.25638 0.16
C 0.37207 1.50899 -0.08888 -0.06
C 0.14584 0.48387 0.90542 -0.36
C -1.24715 -0.17737 0.95983 -0.46
S -2.23315 -0.24132 -0.61736 0.70
O 1.10752 -0.64807 0.71695 -0.03
C 1.20267 -1.44020 -0.37975 -0.32
O 0.45423 -1.53832 -1.31948 0.02
H 1.44257 2.53981 -1.96160 0.05
H 0.23544 0.93546 1.85714 0.13
H -1.07747 -1.16399 1.47599 0.11
H -1.89271 0.55422 1.49335 0.07
H -1.31310 -0.60400 -1.51071 -0.17
H 2.02892 -2.20459 -0.27450 0.16

***

<Q>
14
Properties=species:S:1:pos:R:3:lowdin_charge:R:1 method="wB97M-V/def2-TZVPD" homo_energy_ev=-9.199 total_charge=0 homo_lumo_gap_ev=8.41
C -0.64666 1.71442 0.35767 -0.03
C -0.21634 0.60656 -0.56580 -0.35
O 1.22516 0.49448 -0.43836 0.08
C 1.62619 -0.69473 -0.11276 -0.50
O 2.77097 -1.05218 0.02090 0.11
C 0.38106 -1.61548 0.17170 -0.07
C -0.75634 -0.72666 -0.17894 -0.74
S -2.33068 -1.11431 -0.13600 0.77
H -0.22028 2.70270 0.07111 0.10
H -0.41392 1.57870 1.38735 0.08
H -1.75524 1.82368 0.32582 0.09
H -0.47950 0.74886 -1.62479 0.17
H 0.47183 -2.51096 -0.50512 0.15
H 0.34374 -1.95508 1.22721 0.14

***

Quick one: most stable of them? <Q>

***

<P>
18
Properties=species:S:1:pos:R:3:lowdin_charge:R:1 method="wB97M-V/def2-TZVPD" homo_energy_ev="-15.010 / -14.339" total_charge=+1 homo_lumo_gap_ev="7.89 / 6.53"
C -2.92939 -1.09836 0.19747 -0.08
N -1.57412 -0.65860 -0.03026 -0.42
N -0.53881 -1.99203 0.28095 0.34
C 0.65390 -1.47627 0.10725 -0.53
O 1.70104 -2.03647 0.26003 0.18
C 0.76821 0.15539 -0.15352 -0.59
C 1.73562 0.40458 -1.28050 -0.06
C 1.19032 0.80292 1.21356 -0.08
S -0.98818 0.76387 -0.43189 1.23
H -3.02986 -2.09335 -0.16422 0.08
H -3.77350 -0.55703 -0.28081 0.12
H -3.16680 -1.21639 1.30093 0.14
H 1.76154 1.37423 -1.57031 0.05
H 1.58056 -0.33784 -2.14037 0.14
H 2.72314 0.18954 -0.78833 0.13
H 1.32376 1.88762 1.28876 0.09
H 2.13402 0.19655 1.56967 0.15
H 0.32302 0.67071 1.97813 0.11

***

<Q>
18
Properties=species:S:1:pos:R:3:lowdin_charge:R:1 method="wB97M-V/def2-TZVPD" homo_energy_ev=-13.282 total_charge=+1 homo_lumo_gap_ev=7.42
C 2.08458 2.10457 -0.40026 -0.23
C -2.28580 2.02709 -0.78882 -0.56
C 2.84676 1.90846 -1.40474 0.07
C -1.82164 -1.09525 0.72379 -0.03
C -0.42665 -0.50133 0.29690 -0.25
N -1.10247 1.67520 -0.44993 0.01
N -0.54384 0.41793 -0.76221 -0.07
O 1.30421 2.01280 0.47187 0.10
S -3.66494 2.51781 -1.31697 1.01
H 2.54897 0.90193 -1.83053 0.13
H 3.65275 2.48993 -1.53145 0.04
H -0.82638 -0.01949 -1.65660 0.17
H -2.51928 -0.34265 0.43428 0.03
H -1.97564 -2.01154 0.14403 0.09
H -1.86545 -1.18656 1.80122 0.08
H 0.32128 -1.27929 -0.02625 0.15
H 0.07930 0.08860 1.06245 0.10
H -0.35020 2.08356 0.19549 0.16

***

Quick one: most stable of them? <Q>

***

<P>
20
Properties=species:S:1:pos:R:3:lowdin_charge:R:1 method="wB97M-V/def2-TZVPD" homo_energy_ev=-13.222 total_charge=+1 homo_lumo_gap_ev=9.06
C -2.60200 -0.34220 -0.95074 0.02
C -3.02988 0.19959 0.27924 0.01
C -1.32012 -0.19220 -1.36766 0.06
C -2.10864 0.76867 1.07647 -0.01
C 2.23893 -0.22696 0.14024 -0.10
C 1.83671 1.26888 -0.30735 -0.10
C -0.41666 0.55872 -0.55556 -0.34
N 0.89296 -0.83480 0.35671 0.04
O -0.87509 1.02927 0.60101 0.12
O 0.64002 1.20190 -1.04761 0.03
H -3.27529 -0.84043 -1.48031 0.09
H -4.02646 0.00959 0.46614 0.11
H -0.84005 -0.54105 -2.31908 0.16
H -2.41289 1.04712 2.00223 0.12
H 2.70263 -0.89377 -0.61368 0.14
H 2.59908 -0.28026 1.15240 0.12
H 1.61686 1.99605 0.61126 0.18
H 2.72479 1.53126 -0.83309 0.11
H 0.88442 -1.73318 -0.15747 0.13
H 0.54616 -1.03496 1.26058 0.11

***

<Q>
20
Properties=species:S:1:pos:R:3:lowdin_charge:R:1 method="wB97M-V/def2-TZVPD" homo_energy_ev=-13.531 total_charge=+1 homo_lumo_gap_ev=9.49
C 2.77830 0.05128 -0.16023 -0.04
C 2.18673 -1.02793 -0.81243 -0.03
C 2.05879 1.10851 0.41676 -0.03
C 0.75025 -1.05890 -0.77815 0.03
C 0.68075 1.18335 0.34094 0.01
C 0.02186 0.08585 -0.25368 -0.16
C -1.42575 0.19250 -0.55565 -0.43
N -2.08549 -0.31790 1.39983 0.13
O -1.84502 1.43460 -0.50837 0.17
O -2.06209 -0.70827 -1.16325 0.24
H 3.80930 0.10219 -0.02859 0.10
H 2.79805 -1.75277 -1.39967 0.13
H 2.58992 1.82255 0.95016 0.10
H 0.23249 -1.96066 -1.22384 0.13
H 0.04583 2.05009 0.45263 0.13
H -2.44892 0.38173 2.05708 0.11
H -1.13761 -0.43638 1.75697 0.08
H -2.55384 -1.18263 1.48080 0.07
H -2.73892 1.56030 -0.85668 0.17
H -1.65466 -1.52754 -1.11463 0.10

***

Quick one: most stable of them? <Q>